A molecular structure, C53H57CsN10OP3S, computed with wB97M-V/def2-TZVPD.

CARTESIAN COORDINATES (ANGSTROEM)
Cs 2.076 1.076 -0.815
C 4.253 2.770 4.625
N 3.640 1.862 3.675
C 2.889 0.762 3.981
C 2.558 0.184 2.784
N 3.090 0.905 1.760
C 3.730 1.916 2.315
P 4.827 3.084 1.445
C 5.473 1.892 0.238
N 4.956 1.516 -0.914
C 5.851 0.649 -1.465
C 6.926 0.494 -0.633
N 6.682 1.290 0.449
C 7.549 1.443 1.600
C 3.720 4.038 0.369
N 3.030 3.617 -0.674
C 2.518 4.729 -1.261
C 2.898 5.845 -0.567
N 3.664 5.402 0.469
C 4.243 6.230 1.507
H 3.860 2.570 5.618
H 4.031 3.804 4.364
H 5.335 2.642 4.643
H 2.667 0.486 4.998
H 1.986 -0.713 2.604
H 5.681 0.207 -2.433
H 7.833 -0.080 -0.726
H 8.504 0.969 1.388
H 7.116 0.972 2.484
H 7.718 2.497 1.813
H 1.910 4.664 -2.150
H 2.694 6.891 -0.722
H 4.073 7.276 1.263
H 5.315 6.056 1.589
H 3.779 6.019 2.471
C -7.073 2.500 1.193
S -6.636 0.839 1.767
C -4.830 1.001 1.839
C -4.154 0.972 0.475
C -2.636 1.073 0.644
N -1.916 1.199 -0.640
P -1.177 2.691 -1.050
C -2.703 3.741 -1.001
C -3.198 4.360 0.147
C -4.408 5.038 0.118
C -5.149 5.101 -1.052
C -4.662 4.502 -2.204
C -3.444 3.838 -2.177
C -0.345 3.349 0.456
C 0.108 2.590 1.531
C 0.731 3.204 2.609
C 0.939 4.574 2.614
C 0.530 5.333 1.526
C -0.098 4.723 0.455
P -1.038 -0.266 -1.068
C -2.504 -1.382 -1.063
C -2.627 -2.287 -0.014
C -3.748 -3.097 0.096
C -4.760 -3.006 -0.848
C -4.640 -2.112 -1.904
C -3.519 -1.305 -2.012
C -0.781 -0.058 -2.873
C 0.121 -0.943 -3.465
C 0.366 -0.888 -4.830
C -0.277 0.056 -5.616
C -1.188 0.927 -5.038
C -1.442 0.867 -3.677
H -8.154 2.581 1.274
H -6.771 2.641 0.157
H -6.603 3.247 1.831
H -4.501 0.157 2.449
H -4.598 1.926 2.375
H -4.504 1.804 -0.138
H -4.414 0.044 -0.033
H -2.286 0.176 1.172
H -2.423 1.929 1.286
H -2.645 4.318 1.076
H -4.777 5.514 1.018
H -6.100 5.617 -1.067
H -5.231 4.551 -3.123
H -3.067 3.394 -3.091
H -0.046 1.517 1.555
H 1.032 2.607 3.461
H 1.392 5.057 3.472
H 0.691 6.404 1.518
H -0.432 5.321 -0.386
H -1.833 -2.357 0.723
H -3.837 -3.793 0.921
H -5.646 -3.621 -0.754
H -5.431 -2.038 -2.639
H -3.439 -0.611 -2.837
H 0.595 -1.706 -2.860
H 1.051 -1.593 -5.282
H -0.078 0.105 -6.679
H -1.711 1.650 -5.653
H -2.170 1.531 -3.237
C -2.041 -10.397 1.679
C -1.861 -9.134 0.883
C -2.482 -8.959 -0.348
C -2.310 -7.797 -1.081
C -1.508 -6.768 -0.597
N -1.392 -5.592 -1.374
C -0.365 -4.697 -1.504
O -0.513 -3.643 -2.092
N 0.851 -5.097 -0.986
C 1.962 -4.260 -0.876
C 3.244 -4.782 -1.012
C 4.332 -3.936 -0.879
C 4.112 -2.596 -0.608
N 2.891 -2.085 -0.460
C 1.847 -2.894 -0.584
C -0.909 -6.917 0.654
C -1.081 -8.090 1.371
H -2.598 -11.141 1.112
H -2.586 -10.196 2.604
H -1.076 -10.825 1.954
H -3.110 -9.747 -0.746
H -2.799 -7.681 -2.041
H -2.193 -5.350 -1.937
H 1.010 -6.089 -0.905
H 3.384 -5.832 -1.239
H 5.338 -4.315 -0.997
H 4.939 -1.905 -0.490
H 0.871 -2.445 -0.461
H -0.336 -6.107 1.084
H -0.608 -8.189 2.341

Results
maximum force: 1.809 eV/Å
net charge: +1
Kohn-Sham gap: 8.02 eV